Entry 1:
{"formula": "C4H5OP", "method": "the ωB97M-V functional and the def2-TZVPD basis", "multiplicity": 1, "relative_energy_kcal_mol": 63.35, "gap_ev": 8.470, "energy_ha": -571.866076, "species": ["C", "C", "C", "C", "O", "P", "H", "H", "H", "H", "H"], "xyz": [[-0.576, 1.252, 0.022], [-0.989, -0.180, -0.101], [0.863, 0.868, 0.008], [0.829, -0.622, 0.027], [-1.309, 2.165, 0.139], [-2.327, -1.208, 0.067], [1.337, 1.089, -0.917], [1.387, 1.518, 0.744], [1.208, -1.037, 0.958], [1.162, -1.286, -0.858], [-1.584, -2.559, -0.088]], "lowdin_charge": [-0.5077, -0.4726, -0.2193, -0.0941, 0.1222, 0.8298, 0.1099, 0.1387, 0.0749, 0.1133, -0.0952]}

Entry 2:
{"formula": "C4H6N2", "method": "the ωB97M-V functional and the def2-TZVPD basis", "multiplicity": 1, "relative_energy_kcal_mol": 48.36, "gap_ev": 11.317, "energy_ha": -265.458505, "species": ["C", "C", "C", "C", "N", "N", "H", "H", "H", "H", "H", "H"], "xyz": [[2.741, -0.193, 0.114], [-0.788, -0.165, -0.188], [1.443, -0.559, -0.379], [-1.968, 0.623, 0.285], [0.338, 0.360, -0.055], [3.644, 0.278, 0.638], [1.441, -0.481, -1.498], [1.213, -1.452, 0.133], [-2.570, 1.359, -0.342], [-1.655, 1.384, 1.132], [-2.787, 0.037, 0.755], [-1.051, -1.190, -0.596]], "lowdin_charge": [-0.2219, -0.2671, -0.2248, -0.1107, 0.0316, 0.1537, 0.1436, 0.0993, 0.0848, 0.1085, 0.0644, 0.1385]}

Entry 3:
{"formula": "C13H22Cl12O3", "method": "the ωB97M-V functional and the def2-TZVPD basis", "multiplicity": 1, "gap_ev": 10.254, "energy_ha": -6256.542524, "species": ["C", "Cl", "Cl", "Cl", "H", "C", "Cl", "Cl", "Cl", "H", "C", "Cl", "Cl", "Cl", "H", "C", "Cl", "Cl", "Cl", "H", "C", "C", "O", "C", "H", "H", "H", "H", "H", "H", "C", "C", "O", "C", "H", "H", "H", "H", "H", "H", "C", "C", "O", "C", "H", "H", "H", "H", "H", "H"], "xyz": [[-18.994, -24.219, 1.316], [-17.491, -24.890, 0.689], [-19.064, -24.348, 3.078], [-20.386, -24.993, 0.578], [-19.017, -23.167, 1.066], [-13.996, -17.438, -0.470], [-14.531, -17.448, -2.131], [-12.996, -16.016, -0.129], [-13.120, -18.910, -0.071], [-14.848, -17.368, 0.191], [-14.568, -22.156, 1.193], [-14.449, -23.362, -0.086], [-13.957, -22.827, 2.713], [-16.222, -21.607, 1.387], [-13.928, -21.330, 0.917], [-12.207, -19.987, 4.732], [-11.877, -19.148, 3.217], [-13.370, -19.086, 5.701], [-10.728, -20.279, 5.647], [-12.648, -20.945, 4.493], [-10.799, -23.869, 1.217], [-10.744, -22.391, 1.480], [-11.479, -21.627, 0.898], [-9.826, -21.936, 2.576], [-10.621, -24.452, 2.124], [-10.047, -24.145, 0.475], [-11.781, -24.161, 0.847], [-10.388, -21.923, 3.512], [-9.480, -20.915, 2.423], [-8.958, -22.586, 2.690], [-18.695, -20.872, -2.697], [-19.153, -21.013, -1.266], [-19.757, -21.989, -0.890], [-18.778, -19.918, -0.294], [-17.697, -21.314, -2.766], [-18.699, -19.842, -3.043], [-19.336, -21.492, -3.325], [-17.917, -19.338, -0.633], [-18.527, -20.382, 0.657], [-19.592, -19.208, -0.140], [-9.941, -26.339, 4.345], [-10.914, -25.320, 4.894], [-10.525, -24.320, 5.445], [-12.397, -25.563, 4.713], [-9.430, -26.848, 5.166], [-9.183, -25.887, 3.711], [-10.464, -27.128, 3.798], [-12.691, -25.060, 3.790], [-12.922, -25.155, 5.573], [-12.639, -26.621, 4.613]], "lowdin_charge": [-1.5754, 0.5075, 0.5188, 0.5459, -0.0331, -1.5636, 0.5410, 0.5245, 0.5556, 0.0102, -1.5165, 0.5484, 0.5913, 0.5811, -0.0560, -1.5538, 0.5453, 0.5352, 0.5576, -0.0305, -0.0169, -0.5077, -0.0026, -0.0346, 0.0614, 0.0974, 0.0479, 0.0374, 0.0767, 0.0876, -0.0136, -0.4874, 0.0458, -0.0350, 0.0939, 0.0797, 0.0853, 0.0737, 0.0321, 0.0925, -0.0246, -0.5095, 0.0577, -0.0210, 0.0901, 0.0784, 0.0758, 0.0389, 0.0877, 0.0793]}

Entry 4:
{"formula": "C5H14OS", "method": "the ωB97M-V functional and the def2-TZVPD basis", "multiplicity": 1, "relative_energy_kcal_mol": 33.18, "gap_ev": 8.687, "energy_ha": -672.266869, "species": ["C", "C", "C", "C", "S", "C", "H", "H", "H", "H", "H", "H", "H", "H", "H", "H", "H", "H", "H", "H", "O"], "xyz": [[-1.659, -1.728, -0.391], [-0.732, -1.110, -1.464], [-0.439, 0.420, -1.224], [0.127, 0.729, 0.160], [1.722, 0.019, 0.669], [2.963, 0.825, -0.298], [-2.494, -0.929, -0.528], [-1.311, -1.745, 0.644], [-2.171, -2.675, -0.677], [0.255, -1.578, -1.625], [-1.259, -1.338, -2.345], [0.148, 0.921, -1.910], [-1.419, 1.093, -1.204], [-0.588, 0.711, 0.897], [0.574, 1.690, 0.081], [2.971, 1.919, -0.311], [3.888, 0.492, 0.211], [3.017, 0.633, -1.392], [-3.820, 1.004, 1.766], [-2.804, 0.487, 2.517], [-3.012, 0.524, 1.560]], "lowdin_charge": [-0.1136, -0.2635, -0.2353, -0.5046, 0.7939, -0.4737, 0.0866, 0.0609, 0.0722, 0.0952, 0.0719, 0.0611, 0.1476, 0.0194, 0.0370, 0.0351, 0.0306, 0.0452, 0.0369, 0.0597, -0.0625]}

Entry 5:
{"formula": "C3H4N4S", "method": "the ωB97M-V functional and the def2-TZVPD basis", "multiplicity": 1, "relative_energy_kcal_mol": 32.11, "gap_ev": 8.055, "energy_ha": -733.856104, "species": ["C", "C", "C", "H", "H", "H", "H", "N", "N", "N", "N", "S"], "xyz": [[0.994, -1.566, -0.137], [-1.624, 0.859, -0.022], [-0.181, 0.675, 0.025], [2.828, -1.984, -0.139], [0.660, -2.540, -0.531], [-1.559, -1.967, 0.639], [-2.112, 1.856, -0.051], [2.182, -1.225, 0.132], [-0.085, -0.707, 0.092], [-1.375, -1.261, -0.059], [-2.282, -0.244, -0.001], [0.998, 1.806, -0.017]], "lowdin_charge": [-0.2446, -0.1513, -0.8011, 0.0655, 0.1301, 0.1413, 0.1260, 0.1163, -0.0861, -0.0068, 0.0622, 0.6486]}

Entry 6:
{"formula": "C9H13BO2", "method": "the ωB97M-V functional and the def2-TZVPD basis", "multiplicity": 1, "relative_energy_kcal_mol": 68.78, "gap_ev": 8.439, "energy_ha": -526.077302, "species": ["B", "C", "C", "C", "C", "C", "C", "C", "C", "C", "O", "O", "H", "H", "H", "H", "H", "H", "H", "H", "H", "H", "H", "H", "H"], "xyz": [[0.122, 2.054, -0.422], [1.382, -2.347, 1.828], [1.351, -2.531, 0.462], [0.909, -1.160, 2.375], [0.649, -1.693, -0.332], [0.306, -0.242, 1.524], [0.130, -0.501, 0.137], [-2.341, 0.402, -0.154], [-0.504, 0.062, -2.164], [-0.431, 0.591, -0.677], [-0.732, 3.126, -0.032], [1.401, 2.245, -0.782], [1.875, -2.882, 2.561], [1.783, -3.321, -0.066], [1.054, -1.085, 3.454], [0.612, -1.833, -1.494], [0.117, 0.637, 2.111], [-2.878, 1.284, -0.617], [-2.592, -0.443, -0.632], [-2.284, 0.537, 0.895], [-1.137, -0.784, -2.410], [-0.895, 0.967, -2.709], [0.495, -0.031, -2.445], [-0.357, 4.068, -0.113], [1.965, 2.879, -0.299]], "lowdin_charge": [-0.6390, -0.0890, -0.0899, -0.0819, -0.0507, -0.0347, -0.2315, 0.0802, -0.0740, -0.2014, 0.1016, 0.1916, 0.0735, 0.0879, 0.1071, 0.1408, 0.1115, 0.0708, -0.0065, 0.0318, 0.0833, 0.1017, 0.0501, 0.1366, 0.1301]}